# 1
Entry from the OMol25 dataset: a single C22H28N4OS molecule (ωB97M-V/def2-TZVPD).

- Energy above the lowest of the compared OMol25 structures with the same formula, charge and spin: 2.4 kcal per mole
- Gap between HOMO and LUMO: 8.7 eV
- SMILES: CC[C@@H](CO)Nc1nc(CN2CCCCC2)nc2scc(-c3ccccc3)c12
- Electronic energy: -42112.8217 eV

Structure (XYZ):
```
56
C22H28N4OS | the OMol25 dataset | ωB97M-V/def2-TZVPD
S 0.740 -2.017 -3.618
O 0.468 2.885 1.419
N 0.838 1.055 -0.478
N 2.035 -0.426 -1.862
N -1.459 1.374 -0.680
N 3.622 -0.029 0.841
C 2.670 -0.080 1.934
C 0.872 -0.826 -2.361
C -0.382 -0.348 -1.957
C -1.453 -0.987 -2.661
C -4.784 -0.800 -0.936
C -3.736 -0.446 -3.477
C -5.616 -0.444 -1.985
C -5.090 -0.272 -3.254
C 3.302 -0.800 3.123
C -0.984 -1.875 -3.576
C -2.890 -0.786 -2.426
C -0.600 3.340 0.655
C -3.429 -0.971 -1.152
C 4.642 -2.130 1.511
C -1.733 2.326 0.387
C -0.337 0.703 -0.997
C -2.238 1.606 1.652
C 3.961 -1.362 0.381
C 3.240 0.880 -0.225
C 3.714 -2.211 2.718
C 1.960 0.485 -0.912
C -1.287 0.553 2.208
H -2.298 0.993 -1.095
H -2.570 2.930 0.005
H -3.195 1.134 1.409
H -1.034 -0.184 1.449
H 4.212 -2.715 3.548
H -0.255 3.716 -0.321
H 4.910 -3.129 1.163
H -5.192 -0.950 0.053
H -2.784 -1.270 -0.338
H 1.740 -0.604 1.647
H -5.738 -0.003 -4.075
H -3.322 -0.309 -4.465
H -0.372 1.018 2.560
H 4.637 -1.269 -0.471
H 2.591 -0.828 3.951
H 4.045 0.887 -0.963
H 2.825 -2.791 2.456
H -2.423 2.363 2.414
H 2.412 0.944 2.215
H 3.071 -1.921 0.043
H 0.867 2.154 0.895
H -1.570 -2.497 -4.224
H 5.555 -1.604 1.792
H -6.674 -0.309 -1.814
H 4.183 -0.243 3.442
H -1.758 0.035 3.040
H -1.037 4.176 1.209
H 3.127 1.878 0.206
```

# 2
Entry from the OMol25 dataset: a single C5H7NO2 molecule (ωB97M-V/def2-TZVPD).

- Energy above the lowest of the compared OMol25 structures with the same formula, charge and spin: 128.5 kcal per mole
- Gap between HOMO and LUMO: 10.1 eV
- SMILES: C1=C\O/C=N\OCC/1
- Electronic energy: -10878.0451 eV

Structure (XYZ):
```
15
C5H7NO2 | the OMol25 dataset | ωB97M-V/def2-TZVPD
O -0.511 -1.408 -0.548
O -1.560 0.776 -0.655
N -1.626 -1.347 0.136
C 0.595 1.233 -0.026
C -0.644 1.500 -0.044
C -2.072 -0.194 -0.077
C 0.863 -1.290 0.041
C 1.474 0.033 -0.327
H 2.447 0.002 0.164
H -2.959 -0.204 0.706
H 1.418 -2.198 -0.266
H 0.785 -1.429 1.203
H 1.713 0.093 -1.424
H 1.119 2.040 0.586
H -1.042 2.392 0.529
```

# 3
Entry from the OMol25 dataset: a molecular structure, C22H7Cl8F5GeO2RuS (ωB97M-V/def2-TZVPD).

- Energy above the lowest of the compared OMol25 structures with the same formula, charge and spin: 0.0 kcal per mole
- Multiplicity: 5
- Gap between HOMO and LUMO (alpha / beta): 8.2 / 5.9 eV
- Electronic energy: -210721.0211 eV

Structure (XYZ):
```
47
C22H7Cl8F5GeO2RuS | the OMol25 dataset | ωB97M-V/def2-TZVPD
Ru 1.819 0.686 -0.235
Ge 1.406 2.620 -1.937
Cl 2.796 4.048 -2.764
Cl 1.989 -3.050 4.104
Cl 1.756 -0.710 6.154
Cl 1.542 2.241 5.131
Cl 2.013 -2.412 1.025
Cl 2.052 0.571 -2.803
Cl 1.570 2.786 2.019
Cl -0.483 2.962 -2.935
S -6.870 -1.708 -1.474
F 8.028 2.452 -1.567
F 6.481 -1.954 -2.121
F 5.667 3.145 -0.435
F 4.124 -1.263 -0.960
F 8.438 -0.084 -2.425
O 3.686 1.300 -0.136
O -7.180 -0.284 0.745
C -4.547 -0.385 -2.050
C -3.231 -0.023 -1.826
C -4.553 -1.651 0.007
C 5.083 -0.343 -1.129
C 1.876 -1.147 2.191
C 1.671 0.939 4.021
C -1.219 -0.106 -0.457
C 1.870 -1.429 3.554
C -5.207 -1.199 -1.138
C 1.780 0.153 1.732
C -9.213 -1.231 -0.100
C 1.765 -0.379 4.470
C -3.247 -1.280 0.244
C 1.679 1.178 2.654
C -2.571 -0.466 -0.676
C 7.277 0.247 -1.864
C -0.041 0.211 -0.312
C 6.280 -0.703 -1.711
C 5.860 1.895 -0.846
C 7.063 1.545 -1.426
C -7.741 -0.930 -0.091
C 4.832 0.958 -0.688
H -9.708 -0.518 -0.762
H -5.073 -2.288 0.708
H -9.608 -1.106 0.905
H -5.068 -0.036 -2.931
H -9.413 -2.237 -0.468
H -2.728 -1.621 1.129
H -2.703 0.606 -2.530
```

# 4
Entry from the OMol25 dataset: a molecular structure, C15H19ClN4O3ReS3 (ωB97M-V/def2-TZVPD).

- Net charge: +2
- Multiplicity: 4
- Gap between HOMO and LUMO (alpha / beta): 8.3 / 6.6 eV
- Electronic energy: -75111.0925 eV

Structure (XYZ):
```
46
C15H19ClN4O3ReS3 | the OMol25 dataset | ωB97M-V/def2-TZVPD
Re -0.488 0.554 0.225
Cl 1.832 -7.420 -0.916
S -2.790 -0.239 -0.040
S -0.982 1.748 2.304
S -0.300 2.480 -1.115
O -0.156 -1.320 1.043
O 1.496 0.876 0.435
O 0.055 -0.969 -1.080
N -3.939 2.110 -0.841
N -3.246 2.814 0.140
N -4.675 0.175 -1.780
N 2.138 1.683 -0.441
C -3.844 0.790 -0.954
C -1.520 0.417 3.403
C 3.517 3.306 -2.123
C 0.643 -4.047 0.790
C 1.272 -4.942 -1.780
C 1.436 2.505 -1.243
C 0.609 2.163 3.044
C 3.485 1.624 -0.436
C 0.881 -3.635 -1.593
C 0.565 -3.183 -0.308
C 0.154 -1.818 -0.117
C 2.137 3.339 -2.106
C 4.200 2.434 -1.276
C 1.346 -5.795 -0.682
C 1.034 -5.356 0.603
H 5.279 2.381 -1.269
H -2.494 0.082 3.051
H -0.809 -0.405 3.385
H -3.890 3.120 0.862
H 0.814 -2.957 -2.433
H 1.258 1.292 3.079
H 4.064 3.952 -2.796
H 1.578 3.998 -2.755
H -4.623 2.597 -1.409
H 3.909 0.911 0.255
H 1.520 -5.315 -2.764
H -5.433 0.649 -2.248
H -4.576 -0.817 -1.930
H -1.614 0.830 4.405
H -2.808 3.626 -0.279
H 0.414 2.546 4.043
H 1.055 2.946 2.435
H 1.100 -6.042 1.434
H 0.395 -3.688 1.779
```

# 5
Entry from the OMol25 dataset: a molecular structure, C5H6O2 (ωB97M-V/def2-TZVPD).

- Energy above the lowest of the compared OMol25 structures with the same formula, charge and spin: 140.5 kcal per mole
- Gap between HOMO and LUMO: 9.0 eV
- Electronic energy: -9371.0029 eV

Structure (XYZ):
```
13
C5H6O2 | the OMol25 dataset | ωB97M-V/def2-TZVPD
O -0.774 0.103 -1.845
O -0.913 0.986 0.525
C 0.469 1.020 0.059
C 0.931 -0.335 0.546
C 0.061 -1.436 -0.041
C -0.385 -0.753 1.075
C -0.452 1.094 -1.085
H -0.427 -0.820 -1.192
H 1.036 1.902 0.357
H 1.863 -0.471 1.086
H -0.770 2.091 -1.407
H -0.890 -0.883 2.020
H 0.252 -2.499 -0.098
```

# 6
Entry from the OMol25 dataset: 4 unconnected molecules or ions with the total composition C47H79F2N4O12S2 (ωB97M-V/def2-TZVPD).

- Net charge: +1
- Gap between HOMO and LUMO: 6.9 eV
- Electronic energy: -107638.6526 eV

Structure (XYZ):
```
146
C47H79F2N4O12S2 | the OMol25 dataset | ωB97M-V/def2-TZVPD
S 5.387 -2.476 -2.652
S 5.474 -1.713 -5.423
F 2.765 -5.610 1.553
F 4.178 -0.473 1.448
O -12.303 1.642 2.755
O -9.765 2.133 4.370
O 2.160 -3.725 3.596
O -10.140 3.430 1.583
O 3.922 -6.985 2.872
O -4.519 2.793 -0.181
O -2.588 0.983 1.315
O -1.173 -1.841 -8.097
O -4.630 -0.238 -0.586
O 1.678 -0.696 4.825
O 0.187 -0.756 -5.613
O -2.602 -1.799 -5.434
N 5.792 0.202 -3.639
N 1.622 0.140 2.693
N 6.100 -1.078 4.064
N 4.642 -1.634 2.056
C 7.313 1.752 -2.462
C -3.895 0.499 1.619
C -10.028 2.598 5.678
C -11.117 0.861 2.778
C 3.201 1.783 -1.382
C 5.371 -1.726 -0.996
C 0.426 -0.713 2.526
C 9.210 -0.183 -2.156
C 5.882 -2.682 0.094
C -2.479 -2.939 -6.271
C 9.475 1.080 -1.655
C -4.417 -0.638 0.756
C 4.449 -4.693 3.165
C -2.386 1.639 0.067
C -1.140 -0.495 -7.640
C 5.557 -1.207 -3.888
C 1.462 -1.296 -5.335
C 4.634 0.886 -3.097
C 6.610 0.107 4.136
C 6.756 1.105 2.989
C 2.502 1.919 -3.644
C 3.674 -5.865 2.519
C -3.862 -1.163 -5.482
C -3.115 2.958 -0.129
C 7.014 0.478 -2.959
C -10.330 0.864 4.078
C -5.248 3.692 0.633
C 8.487 2.048 -1.816
C -11.517 3.757 1.682
C 4.725 -1.189 3.545
C 5.952 -2.031 1.495
C 0.093 -0.075 -6.856
C 2.307 -0.235 3.901
C -4.045 -1.093 -1.548
C 2.243 2.170 -2.303
C 3.529 -3.460 3.405
C -1.221 -2.871 -7.120
C 1.215 1.553 2.759
C 4.147 -2.393 4.385
C 8.009 -0.485 -2.785
C 4.367 1.143 -1.755
C -9.712 3.076 0.285
C 3.566 -2.651 2.056
C -12.196 3.056 2.846
C 7.155 0.541 5.490
C 3.830 0.005 3.994
C 3.677 1.293 -4.020
H -11.752 3.349 3.797
H 0.985 1.956 1.763
H -2.799 3.384 -1.089
H 5.350 -3.646 0.130
H -3.877 -0.513 -2.456
H 9.970 -0.962 -2.071
H -2.408 -3.821 -5.624
H 4.041 0.158 5.061
H 4.057 0.960 3.500
H 8.255 0.549 5.520
H 1.330 -2.155 -4.675
H 6.827 -0.166 6.263
H -9.954 3.686 5.668
H 0.721 -1.760 2.691
H -3.729 -1.488 0.814
H -2.576 0.955 -0.760
H -10.479 1.098 1.926
H 5.271 -4.481 2.467
H -4.608 1.320 1.669
H -2.050 -0.255 -7.092
H 6.769 1.534 5.766
H -2.824 3.653 0.666
H -6.193 3.215 0.898
H 7.111 2.053 3.423
H -13.229 3.415 2.876
H -4.720 3.932 1.560
H 6.599 -1.151 1.389
H 7.537 0.788 2.284
H -1.165 -3.805 -7.686
H 0.012 0.998 -6.643
H 5.808 1.350 2.490
H 3.598 -2.136 5.294
H 3.851 1.080 -5.077
H -4.546 -1.640 -4.771
H -4.727 -1.917 -1.781
H -3.723 -0.121 -5.191
H 2.075 -4.012 4.517
H -10.484 2.538 -0.273
H -11.032 2.328 6.016
H -0.368 -0.410 3.224
H -12.050 3.518 0.756
H -8.848 2.416 0.383
H -1.313 1.856 0.034
H 8.697 3.037 -1.406
H -9.499 0.155 3.975
H 2.665 -2.049 1.852
H -5.461 4.610 0.076
H 1.814 2.170 -4.452
H 10.438 1.251 -1.179
H -9.284 2.204 6.379
H 6.070 -0.876 -1.017
H -4.298 -1.183 -6.485
H -3.081 -1.490 -1.216
H 0.299 1.653 3.370
H 2.978 1.983 -0.330
H 4.838 -5.022 4.134
H -3.357 -3.060 -6.914
H 1.969 -1.641 -6.241
H 6.569 2.544 -2.575
H 1.304 2.657 -2.048
H 6.478 -2.737 2.147
H -11.452 -0.167 2.615
H 5.044 -2.905 4.768
H 2.080 -0.553 -4.824
H 4.351 -1.380 -0.778
H 1.984 2.198 3.211
H -9.410 3.973 -0.266
H 0.058 -0.669 1.492
H 3.523 -3.385 1.241
H 7.917 -1.506 -3.155
H -11.584 4.839 1.847
H 0.988 -0.235 -7.467
H -5.385 -0.956 1.160
H -0.327 -2.855 -6.497
H -10.973 0.517 4.894
H -3.823 0.114 2.640
H 5.075 0.848 -0.985
H -1.169 0.114 -8.548
H 6.928 -2.927 -0.161
```

# 7
Entry from the OMol25 dataset: a single C6H12 molecule (ωB97M-V/def2-TZVPD).

- Energy above the lowest of the compared OMol25 structures with the same formula, charge and spin: 63.6 kcal per mole
- Gap between HOMO and LUMO: 11.2 eV
- SMILES: CC(C)C1CC1
- Electronic energy: -6414.1838 eV

Structure (XYZ):
```
18
C6H12 | the OMol25 dataset | ωB97M-V/def2-TZVPD
C 0.646 1.243 -1.143
C 0.804 0.155 -0.091
C -1.848 -0.739 -0.478
C 1.306 0.914 1.397
C -0.497 -0.599 0.203
C -1.049 -1.973 -0.131
H 1.552 1.850 -1.144
H -2.744 -0.533 0.109
H -0.358 -0.210 1.207
H 0.719 1.810 1.710
H 1.362 0.332 2.356
H -1.998 -0.532 -1.540
H -0.214 1.878 -0.896
H 2.329 1.272 1.248
H 1.589 -0.565 -0.349
H -0.673 -2.560 -0.973
H 0.478 0.866 -2.164
H -1.406 -2.607 0.681
```

# 8
Entry from the OMol25 dataset: 2 unconnected molecules or ions with the total composition C9H14O (ωB97M-V/def2-TZVPD).

- Energy above the lowest of the compared OMol25 structures with the same formula, charge and spin: 15.3 kcal per mole
- Gap between HOMO and LUMO: 9.4 eV
- SMILES: Cc1ccc(O)cc1.CC
- Electronic energy: -11606.9717 eV

Structure (XYZ):
```
24
C9H14O | the OMol25 dataset | ωB97M-V/def2-TZVPD
O -0.207 2.343 -0.830
C 1.366 1.943 2.112
C -1.630 -0.849 -0.138
C -0.239 0.943 -0.744
C -0.990 -3.195 -0.668
C 0.756 0.153 -1.234
C -0.675 -1.736 -0.634
C 1.895 0.567 2.458
C -1.483 0.497 -0.302
C 0.487 -1.236 -1.169
H 1.979 2.346 1.309
H 1.398 2.645 2.942
H -2.562 -1.258 0.238
H -0.198 -3.747 -1.130
H 1.585 -0.210 1.748
H 1.692 0.228 3.474
H 0.674 2.602 -1.140
H 2.988 0.513 2.372
H -2.309 1.188 -0.229
H 1.781 0.389 -1.431
H -1.941 -3.321 -1.172
H -0.991 -3.648 0.329
H 1.149 -1.918 -1.684
H 0.368 2.043 1.692
```